ORCA calculation (ωB97M-V/def2-TZVPD) on a structure of composition C6H4AsO6S6Tc.

```
24
Properties=species:S:1:pos:R:3:forces:R:3
S 1.477 0.666 -2.185 0.0 0.1 -0.2
As -1.655 2.294 2.321 -0.1 -0.1 0.2
S -3.392 1.601 1.576 0.3 0.2 0.0
C 2.324 -1.192 -3.813 0.0 0.0 0.0
O 0.032 1.345 -2.188 -0.1 -0.1 0.1
S -1.032 0.820 -0.994 -0.1 0.2 0.1
C 0.239 -2.997 -3.629 0.0 0.0 0.0
H 3.128 -0.476 -3.922 0.0 0.0 0.0
C 0.195 -1.838 -2.870 -0.2 -0.1 0.0
O 2.375 1.485 -2.881 0.0 0.0 0.0
O -2.238 -2.694 -2.305 0.0 0.0 0.0
S -1.255 -1.806 -1.852 -0.1 -0.1 -0.1
S -0.659 3.781 3.191 -0.2 -0.1 -0.1
C 1.322 -3.270 -4.466 0.0 0.0 0.0
H -0.580 -3.701 -3.580 0.0 0.0 0.0
Tc 0.246 -0.389 0.300 0.1 -0.1 -0.2
C 1.263 -0.909 -2.967 0.1 0.1 -0.1
S -0.151 0.439 2.181 -0.2 0.4 0.3
C 2.364 -2.375 -4.551 -0.1 0.0 0.0
O -0.837 -1.955 -0.425 0.5 0.0 0.0
O 1.776 0.455 -0.735 -0.1 -0.5 0.1
O -1.825 -0.309 -1.932 0.1 0.1 0.1
H 3.209 -2.562 -5.200 0.0 0.0 0.0
H 1.319 -4.183 -5.046 0.0 0.0 0.0
```
Positions in Å, forces in eV/Å.

Results
Total charge = +2
M = 537.4 Da
Relative energy (zero: lowest compared OMol25 entry of this formula, charge and spin) = 48.96 kcal per mole
Highest occupied orbital energy = -0.5919 Ha